DFT (the ωB97M-V functional and the def2-TZVPD basis) results for a cluster of 2 separate species, C27H59N4O2S2 in total.

Bonds (Å) are listed after each position.
Geometry (Å):
1 C 4.479 2.975 0.693  C2 1.528, H32 1.092, H33 1.088, H34 1.089
2 C 5.037 1.884 -0.219  C1 1.528, C3 1.530, H35 1.091, H36 1.089
3 C 4.011 0.800 -0.558  C2 1.530, C4 1.533, H37 1.094, H38 1.094
4 C 4.634 -0.336 -1.378  C3 1.533, C5 1.542, H39 1.091, H40 1.092
5 C 3.716 -1.568 -1.508  C4 1.542, C6 1.544, H41 1.090, H42 1.093
6 C 4.126 -2.770 -0.629  C5 1.544, C7 1.549, H43 1.090, H44 1.088
7 C 3.326 -2.877 0.693  C6 1.549, C8 1.544, H45 1.090, H46 1.090
8 C 2.434 -4.132 0.802  C7 1.544, C9 1.530, H47 1.091, H48 1.090
9 C 0.969 -3.789 1.082  C8 1.530, C10 1.533, H49 1.093, H50 1.096
10 C 0.745 -3.076 2.421  C9 1.533, C11 1.538, H51 1.090, H52 1.091
11 C -0.671 -2.479 2.488  C10 1.538, C12 1.536, H53 1.095, H54 1.088
12 C -0.679 -1.044 1.941  C11 1.536, C13 1.539, H55 1.091, H56 1.090
13 C -2.097 -0.526 1.640  C12 1.539, C14 1.536, H57 1.091, H58 1.092
14 C -2.349 -0.263 0.148  C13 1.536, C15 1.531, N26 1.497, H59 1.095
15 C -2.156 -1.547 -0.664  C14 1.531, C16 1.548, H60 1.087, H61 1.089
16 C -2.883 -1.627 -2.028  C15 1.548, N17 1.467, H62 1.092, H63 1.085
17 N -3.912 -0.600 -2.219  C16 1.467, C18 1.500, C20 1.391
18 C -3.578 0.562 -3.108  N17 1.500, N19 1.429, H64 1.093, H65 1.087
19 N -2.216 0.988 -3.187  C18 1.429, H66 1.007, H67 1.006
20 C -4.465 -0.214 -1.003  N17 1.391, N21 1.292, N26 1.379
21 N -5.737 -0.398 -0.861  C20 1.292, C22 1.474, H68 1.010
22 C -6.543 -0.193 0.355  N21 1.474, S23 1.793, H69 1.084, H70 1.089
23 S -6.054 -1.188 1.764  C22 1.793, C24 1.812
24 C -6.749 -2.806 1.336  S23 1.812, C25 1.530, H71 1.089, H72 1.089
25 C -5.788 -3.708 0.560  C24 1.530, H73 1.089, H74 1.091, H75 1.088
26 N -3.729 0.307 0.040  C14 1.497, C20 1.379, C27 1.472
27 C -3.685 1.777 0.055  N26 1.472, O28 1.389, H76 1.100, H77 1.094
28 O -4.988 2.257 0.060  C27 1.389, C29 1.435
29 C -5.078 3.641 -0.310  O28 1.435, C30 1.520, H78 1.094, H79 1.088
30 C -4.305 4.566 0.616  C29 1.520, C31 1.546, H80 1.088, H81 1.092
31 C -4.608 4.301 2.108  C30 1.546, H82 1.086, H83 1.088, H84 1.089
32 H 3.445 3.192 0.419  C1 1.092
33 H 5.054 3.892 0.577  C1 1.088
34 H 4.510 2.673 1.738  C1 1.089
35 H 5.892 1.401 0.256  C2 1.091
36 H 5.377 2.330 -1.152  C2 1.089
37 H 3.225 1.250 -1.172  C3 1.094
38 H 3.571 0.398 0.360  C3 1.094
39 H 4.879 0.046 -2.370  C4 1.091
40 H 5.581 -0.615 -0.911  C4 1.092
41 H 3.679 -1.893 -2.547  C5 1.090
42 H 2.708 -1.250 -1.229  C5 1.093
43 H 3.967 -3.677 -1.212  C6 1.090
44 H 5.189 -2.715 -0.403  C6 1.088
45 H 2.709 -1.984 0.796  C7 1.090
46 H 4.026 -2.893 1.528  C7 1.090
47 H 2.769 -4.786 1.609  C8 1.091
48 H 2.480 -4.709 -0.121  C8 1.090
49 H 0.372 -4.705 1.118  C9 1.093
50 H 0.565 -3.172 0.272  C9 1.096
51 H 0.893 -3.799 3.223  C10 1.090
52 H 1.455 -2.258 2.543  C10 1.091
53 H -1.319 -3.088 1.849  C11 1.095
54 H -1.085 -2.491 3.494  C11 1.088
55 H -0.060 -1.002 1.044  C12 1.091
56 H -0.233 -0.408 2.704  C12 1.090
57 H -2.858 -1.227 1.985  C13 1.091
58 H -2.283 0.417 2.159  C13 1.092
59 H -1.633 0.512 -0.149  C14 1.095
60 H -2.433 -2.405 -0.056  C15 1.087
61 H -1.088 -1.628 -0.864  C15 1.089
62 H -3.382 -2.598 -2.071  C16 1.092
63 H -2.189 -1.621 -2.861  C16 1.085
64 H -4.189 1.400 -2.763  C18 1.093
65 H -3.924 0.332 -4.112  C18 1.087
66 H -1.760 1.127 -2.299  N19 1.007
67 H -1.646 0.442 -3.811  N19 1.006
68 H -6.205 -0.739 -1.689  N21 1.010
69 H -6.541 0.855 0.631  C22 1.084
70 H -7.563 -0.464 0.090  C22 1.089
71 H -6.979 -3.261 2.298  C24 1.089
72 H -7.701 -2.686 0.820  C24 1.089
73 H -5.862 -3.558 -0.516  C25 1.089
74 H -6.033 -4.751 0.766  C25 1.091
75 H -4.763 -3.559 0.892  C25 1.088
76 H -3.126 2.185 -0.801  C27 1.100
77 H -3.146 2.061 0.963  C27 1.094
78 H -4.743 3.737 -1.347  C29 1.094
79 H -6.139 3.879 -0.253  C29 1.088
80 H -4.557 5.590 0.348  C30 1.088
81 H -3.234 4.433 0.452  C30 1.092
82 H -4.841 5.236 2.610  C31 1.086
83 H -5.434 3.604 2.232  C31 1.088
84 H -3.746 3.862 2.607  C31 1.089
85 C 10.122 4.101 -1.580  S86 1.796, H89 1.088, H90 1.090, H91 1.090
86 S 8.837 2.857 -1.419  C85 1.796, O87 1.486, C88 1.797
87 O 7.715 3.489 -0.677  S86 1.486
88 C 9.719 1.825 -0.241  S86 1.797, H92 1.090, H93 1.090, H94 1.088
89 H 9.749 4.875 -2.247  C85 1.088
90 H 10.338 4.529 -0.601  C85 1.090
91 H 11.015 3.647 -2.009  C85 1.090
92 H 9.963 2.412 0.644  C88 1.090
93 H 10.624 1.436 -0.707  C88 1.090
94 H 9.064 1.001 0.031  C88 1.088

Results
Electronic energy = -60674.5954 eV
Total charge = +1
HOMO-LUMO gap = 7.1 eV
Max |F| = 0.016 hartree/bohr

DFT (the ωB97M-V functional and the def2-TZVPD basis) results for a cluster of 5 separate species, C34H39N7O16PS in total at a distorted geometry.

Bonds (Å) are listed after each position.
Geometry (Å):
1 C -1.460 0.614 -0.836  N2 1.458, H20 1.086, H21 1.083, H22 1.082
2 N -0.111 1.120 -1.063  C1 1.458, C3 1.460, H23 1.007
3 C 0.376 1.074 -2.439  N2 1.460, C4 1.479, H24 1.087, H25 1.088
4 C 1.619 0.284 -2.572  C3 1.479, C5 1.407, N18 1.385
5 C 2.961 0.668 -2.747  C4 1.407, C6 1.479, N14 1.368
6 C 3.641 1.979 -2.829  C5 1.479, C7 1.539, H26 1.082, H27 1.085
7 C 4.422 2.343 -1.554  C6 1.539, C8 1.528, H28 1.080, H29 1.083
8 C 5.924 2.450 -1.814  C7 1.528, C9 1.531, H30 1.084, H31 1.084
9 C 6.646 1.117 -2.031  C8 1.531, N10 1.468, H32 1.084, H33 1.087
10 N 6.098 0.036 -1.203  C9 1.468, C11 1.422, H34 1.016
11 C 6.299 0.272 0.185  N10 1.422, N12 1.245, N13 1.435
12 N 5.354 0.105 0.977  C11 1.245, H35 1.016
13 N 7.647 0.673 0.472  C11 1.435, H36 1.013, H37 1.013
14 N 3.635 -0.523 -2.787  C5 1.368, C15 1.331, H38 1.013
15 C 2.846 -1.583 -2.635  N14 1.331, P16 1.809, N18 1.356
16 P 3.627 -3.214 -2.644  C15 1.809, N17 1.553, H39 1.392, H40 1.388
17 N 5.154 -2.974 -2.494  P16 1.553, H41 1.010
18 N 1.584 -1.100 -2.525  C4 1.385, C15 1.356, S19 1.710
19 S 0.164 -2.046 -2.418  N18 1.710, H42 1.339
20 H -1.728 -0.180 -1.527  C1 1.086
21 H -2.188 1.403 -0.978  C1 1.083
22 H -1.560 0.267 0.183  C1 1.082
23 H 0.547 0.702 -0.425  N2 1.007
24 H -0.396 0.697 -3.104  C3 1.087
25 H 0.612 2.073 -2.802  C3 1.088
26 H 2.872 2.715 -3.020  C6 1.082
27 H 4.328 1.951 -3.669  C6 1.085
28 H 4.202 1.616 -0.787  C7 1.080
29 H 4.069 3.297 -1.184  C7 1.083
30 H 6.077 3.031 -2.716  C8 1.084
31 H 6.380 2.982 -0.986  C8 1.084
32 H 7.710 1.250 -1.870  C9 1.084
33 H 6.536 0.802 -3.066  C9 1.087
34 H 6.609 -0.814 -1.427  N10 1.016
35 H 5.646 0.296 1.931  N12 1.016
36 H 8.046 0.022 1.138  N13 1.013
37 H 7.640 1.567 0.951  N13 1.013
38 H 4.638 -0.638 -2.866  N14 1.013
39 H 3.166 -3.817 -3.811  P16 1.392
40 H 2.973 -3.850 -1.598  P16 1.388
41 H 5.704 -3.347 -3.255  N17 1.010
42 H 0.027 -1.988 -1.087  S19 1.339
43 C -5.257 1.628 -4.253  C44 1.345, C49 1.437, H53 1.081
44 C -6.220 2.527 -4.523  C43 1.345, C45 1.519, O52 1.312
45 C -6.028 4.016 -4.293  C44 1.519, O46 1.214, C47 1.447
46 O -6.967 4.726 -4.593  C45 1.214
47 C -4.773 4.480 -3.742  C45 1.447, C48 1.339, H54 1.081
48 C -3.820 3.579 -3.472  C47 1.339, C49 1.515, O51 1.322
49 C -4.006 2.097 -3.726  C43 1.437, C48 1.515, O50 1.224
50 O -3.050 1.384 -3.451  C49 1.224
51 O -2.636 3.873 -2.964  C48 1.322, H55 0.976
52 O -7.401 2.225 -5.007  C44 1.312, H56 0.979
53 H -5.385 0.568 -4.417  C43 1.081
54 H -4.648 5.539 -3.566  C47 1.081
55 H -2.163 3.023 -2.874  O51 0.976
56 H -7.891 3.067 -5.108  O52 0.979
57 C -0.615 -2.978 2.988  C58 1.343, C63 1.439, H67 1.085
58 C -1.090 -4.019 3.692  C57 1.343, C59 1.514, O66 1.317
59 C -0.869 -5.461 3.288  C58 1.514, O60 1.212, C61 1.452
60 O -1.350 -6.306 4.012  C59 1.212
61 C -0.116 -5.734 2.077  C59 1.452, C62 1.336, H68 1.081
62 C 0.350 -4.697 1.374  C61 1.336, C63 1.512, O65 1.330
63 C 0.137 -3.261 1.794  C57 1.439, C62 1.512, O64 1.229
64 O 0.609 -2.418 1.034  C63 1.229
65 O 1.034 -4.791 0.237  C62 1.330, H69 0.978
66 O -1.818 -3.881 4.781  C58 1.317, H70 0.979
67 H -0.806 -1.948 3.270  C57 1.085
68 H 0.029 -6.763 1.781  C61 1.081
69 H 1.214 -3.862 -0.011  O65 0.978
70 H -2.060 -4.781 5.080  O66 0.979
71 C -1.710 1.296 4.857  C72 1.345, C77 1.435, H81 1.082
72 C -1.863 2.280 5.762  C71 1.345, C73 1.520, O80 1.312
73 C -0.684 2.927 6.469  C72 1.520, O74 1.214, C75 1.449
74 O -0.951 3.816 7.251  C73 1.214
75 C 0.654 2.451 6.177  C73 1.449, C76 1.338, H82 1.081
76 C 0.795 1.471 5.278  C75 1.338, C77 1.511, O79 1.321
77 C -0.379 0.849 4.560  C71 1.435, C76 1.511, O78 1.224
78 O -0.093 -0.029 3.756  C77 1.224
79 O 1.944 0.934 4.910  C76 1.321, H83 0.983
80 O -3.021 2.780 6.124  C72 1.312, H84 0.978
81 H -2.543 0.828 4.348  C71 1.082
82 H 1.486 2.904 6.696  C75 1.081
83 H 1.714 0.259 4.233  O79 0.983
84 H -2.838 3.476 6.787  O80 0.978
85 C -4.360 0.004 1.239  C86 1.343, C91 1.442, H95 1.081
86 C -4.979 -0.270 0.078  C85 1.343, C87 1.518, O94 1.315
87 C -5.326 -1.686 -0.346  C86 1.518, O88 1.216, C89 1.445
88 O -5.891 -1.794 -1.417  C87 1.216
89 C -4.961 -2.783 0.521  C87 1.445, C90 1.341, H96 1.081
90 C -4.347 -2.508 1.681  C89 1.341, C91 1.519, O93 1.318
91 C -4.015 -1.090 2.112  C85 1.442, C90 1.519, O92 1.219
92 O -3.450 -0.979 3.187  C91 1.219
93 O -3.948 -3.408 2.557  C90 1.318, H97 0.981
94 O -5.343 0.635 -0.804  C86 1.315, H98 0.979
95 H -4.111 1.010 1.546  C85 1.081
96 H -5.198 -3.790 0.206  C89 1.081
97 H -3.545 -2.901 3.294  O93 0.981
98 H -5.776 0.151 -1.536  O94 0.979

Results
Electronic energy = -99196.3478 eV
Total charge = +1
HOMO-LUMO gap = 7.7 eV
Max |F| = 0.046 hartree/bohr

DFT (the ωB97M-V functional and the def2-TZVPD basis) results for an isolated molecule of C3H2O5 at a distorted geometry.

Bonds (Å) are listed after each position.
Geometry (Å):
1 O 1.188 1.489 -0.200  C2 1.188
2 C 1.253 0.321 0.010  O1 1.188, O3 1.306, C4 1.424
3 O 2.291 -0.399 0.341  C2 1.306, H9 1.119
4 C 0.041 -0.412 -0.132  C2 1.424, O5 1.305, C6 1.479
5 O 0.240 -1.665 -0.438  C4 1.305
6 C -1.297 0.195 0.035  C4 1.479, O7 1.252, O8 1.382
7 O -1.353 1.444 -0.030  C6 1.252
8 O -2.402 -0.591 0.298  C6 1.382, H10 1.157
9 H 2.107 -1.359 0.886  O3 1.119
10 H -1.811 -1.486 -0.137  O8 1.157

Results
Electronic energy = -13378.0226 eV
Energy above the lowest of the compared OMol25 structures with the same formula, charge and spin = 2.748 eV
Structure (SMILES) = O=C(O)C(=O)C(=O)O
HOMO-LUMO gap = 8.3 eV
Max |F| = 0.157 hartree/bohr